Formula: C43H82Br2N5O25
Source: the OMol25 dataset
Level of theory: ωB97M-V/def2-TZVPD

Calculated values
spin multiplicity = 1
charge = +1
orbital gap = 7.52 eV
DFT total energy = -8989.98388 hartree

```
157
Properties=species:S:1:pos:R:3:lowdin_charge:R:1
C -0.6903 0.3709 -5.9514 -0.105
C 0.3274 0.7787 -4.7819 -0.185
C -0.0700 2.1767 -4.0542 -0.234
N -0.3723 2.0674 -2.6192 0.022
C -1.3093 3.0328 -2.0187 -0.384
N -0.9514 3.1324 -0.5867 0.094
C 0.1682 2.5814 -0.1912 -0.254
C 1.5155 3.4327 0.0893 -0.064
C 0.3940 1.0376 0.2350 -0.032
N -1.2258 4.4330 -2.5689 -0.337
Br 0.4782 5.2165 -2.6424 1.056
C -2.1286 5.4611 -1.9367 -0.291
C -1.5797 6.2363 -0.6569 -0.188
C -1.1950 7.7921 -0.9467 -0.185
C -1.9020 8.7550 0.1346 -0.175
C -1.3218 8.6039 1.6061 -0.171
N -1.6457 7.3163 2.2860 -0.154
C -0.6014 6.9054 3.2601 -0.103
C -2.9866 7.2905 2.8502 -0.398
C -3.3557 7.1807 4.3876 -0.016
O -3.9533 7.3203 2.0394 0.008
C -3.5978 4.9059 -1.6709 -0.149
N -3.7695 3.6701 -2.4409 -0.041
C -2.8762 2.5059 -2.0094 -0.275
C -3.4487 2.1116 -0.5878 -0.121
C -2.9288 0.8199 0.1602 -0.106
C -4.0873 0.1166 1.0344 -0.404
O -5.2739 0.0498 0.7167 0.054
O -3.7288 -0.4273 2.3169 0.005
C -3.2176 1.4936 -3.2081 -0.086
C -2.9878 -0.0384 -2.9883 -0.637
O -2.0090 -0.7426 -3.2558 -0.077
Br -4.5421 -1.0636 -2.2323 0.783
H -0.4535 0.8400 -6.9554 0.083
H -1.7790 0.6023 -5.7202 0.058
H -0.5801 -0.7622 -6.0888 0.085
H 0.4495 -0.0138 -3.9812 0.084
H 1.3553 0.8857 -5.2814 0.119
H 0.8809 2.8168 -4.1679 0.085
H -0.8535 2.7061 -4.7075 0.115
H -0.5721 1.0918 -2.3828 0.099
H 2.1559 3.4189 -0.8458 0.077
H 1.2718 4.4906 0.4536 0.070
H 2.1212 2.9488 0.9355 0.090
H -0.1549 0.3084 -0.4363 0.057
H 0.0460 0.8554 1.3077 0.104
H 1.5065 0.7668 0.1497 0.104
H -1.5496 4.3824 -3.5612 0.140
H -2.2374 6.2752 -2.7443 0.153
H -0.7761 5.6930 -0.0650 0.084
H -2.4688 6.3146 0.0703 0.099
H -0.0662 7.8633 -0.7448 0.106
H -1.4588 8.1179 -2.0028 0.105
H -1.6649 9.8279 -0.2004 0.122
H -3.0369 8.6644 0.0706 0.115
H -0.1849 8.7178 1.5990 0.132
H -1.7304 9.4774 2.2238 0.138
H -0.9842 5.9856 3.8322 0.101
H -0.3504 7.6921 4.0428 0.099
H 0.3578 6.5486 2.7419 0.095
H -4.2661 7.8126 4.6626 0.102
H -2.4917 7.3766 5.0985 0.073
H -3.6807 6.0936 4.5730 0.101
H -3.9067 4.8792 -0.5702 0.127
H -4.3166 5.6803 -2.1297 0.153
H -4.7600 3.3914 -2.3395 0.126
H -3.3999 2.9460 0.1986 0.133
H -4.5827 1.9673 -0.7452 0.136
H -2.2082 1.1871 0.9805 0.110
H -2.3224 0.0730 -0.4316 0.095
H -4.0285 0.2029 3.0146 0.131
H -2.7567 1.8120 -4.2105 0.120
H -4.3473 1.5899 -3.4110 0.129
C -0.3838 -2.7377 -3.2793 -0.050
O 0.1439 -3.5568 -4.3250 -0.027
C 1.2346 -4.2600 -3.9789 -0.600
O 1.7716 -4.2477 -2.9001 0.129
O 1.6198 -4.9780 -5.0438 -0.001
C 2.7780 -5.7827 -4.8202 -0.025
H -1.2644 -2.2134 -3.6696 0.054
H -0.6957 -3.3510 -2.4303 0.110
H 0.3515 -1.9915 -2.9675 0.086
H 2.5921 -6.5157 -4.0342 0.074
H 3.6386 -5.1593 -4.5703 0.102
H 2.9975 -6.3174 -5.7442 0.101
C 2.1474 -3.4745 4.6884 -0.035
O 0.9405 -3.7631 3.9825 0.008
C 0.4948 -2.7556 3.2212 -0.600
O 1.0173 -1.6742 3.0970 0.109
O -0.6346 -3.1569 2.6194 0.016
C -1.2189 -2.1727 1.7721 -0.058
H 2.4132 -4.3575 5.2691 0.091
H 2.9602 -3.2624 3.9910 0.101
H 2.0008 -2.6399 5.3769 0.097
H -0.5355 -1.9101 0.9601 0.087
H -1.4966 -1.2873 2.3451 0.077
H -2.1230 -2.5990 1.3371 0.100
C 4.3694 -12.2871 -2.1560 -0.044
O 4.1197 -10.9061 -2.4144 -0.001
C 2.8408 -10.5387 -2.2476 -0.605
O 1.9353 -11.2583 -1.9119 0.127
O 2.7462 -9.2278 -2.5205 -0.003
C 1.4299 -8.6963 -2.3831 -0.040
H 5.4312 -12.4691 -2.3219 0.094
H 4.1337 -12.5339 -1.1191 0.099
H 3.7991 -12.9167 -2.8417 0.099
H 1.0768 -8.8001 -1.3553 0.103
H 0.7429 -9.1834 -3.0781 0.102
H 1.4714 -7.6349 -2.6271 0.072
C -3.0062 -9.3083 -6.8478 -0.045
O -2.2167 -8.2364 -7.3612 0.000
C -2.2962 -7.1039 -6.6469 -0.604
O -2.9560 -6.9392 -5.6514 0.121
O -1.5132 -6.1870 -7.2336 0.006
C -1.5013 -4.9217 -6.5740 -0.045
H -2.8643 -10.1681 -7.5024 0.095
H -2.6792 -9.5808 -5.8425 0.098
H -4.0651 -9.0425 -6.8504 0.099
H -1.1158 -5.0204 -5.5605 0.075
H -2.5014 -4.4820 -6.5665 0.100
H -0.8382 -4.2604 -7.1317 0.098
C 2.4837 -4.7045 11.4395 -0.037
O 1.2459 -4.0645 11.1283 0.007
C 1.0909 -3.7712 9.8306 -0.597
O 1.8858 -3.9999 8.9532 0.109
O -0.1029 -3.1790 9.6774 0.005
C -0.4032 -2.8093 8.3334 -0.048
H 2.4990 -4.8933 12.5127 0.096
H 2.5652 -5.6604 10.9186 0.102
H 3.3262 -4.0560 11.1902 0.098
H -0.4364 -3.6904 7.6893 0.098
H 0.3250 -2.0857 7.9608 0.094
H -1.3878 -2.3417 8.3301 0.094
C -0.6342 12.7455 -5.7838 -0.038
O -0.8062 11.5557 -5.0127 0.000
C 0.2953 10.7992 -4.9173 -0.603
O 1.3658 11.0402 -5.4113 0.135
O -0.0039 9.7210 -4.1716 -0.012
C 1.0850 8.8211 -3.9860 -0.057
H -1.5861 13.2760 -5.7923 0.096
H 0.1189 13.3927 -5.3305 0.101
H -0.3646 12.5018 -6.8131 0.101
H 1.9071 9.3122 -3.4612 0.106
H 1.4235 8.4212 -4.9442 0.103
H 0.7277 7.9938 -3.3720 0.018
C 8.2189 -6.0928 10.7082 -0.046
O 7.0130 -6.3834 10.0031 -0.001
C 6.5659 -5.3747 9.2399 -0.606
O 7.0873 -4.2952 9.1165 0.122
O 5.4368 -5.7780 8.6387 0.001
C 4.8453 -4.7970 7.7883 -0.054
H 8.4846 -6.9758 11.2892 0.094
H 9.0313 -5.8799 10.0108 0.099
H 8.0717 -5.2575 11.3956 0.098
H 5.5245 -4.5333 6.9744 0.098
H 4.5637 -3.9109 8.3595 0.090
H 3.9425 -5.2291 7.3574 0.084
```